No. 1
Density functional theory data (ωB97M-V with the def2-TZVPD basis set) for a single C4H4S molecule.

Geometry (Å):
1 C -0.405 1.008 0.000
2 C -0.333 -1.045 0.021
3 C 0.902 0.034 -0.016
4 C -1.598 -0.048 -0.111
5 S 2.739 -0.018 -0.029
6 H -0.140 1.474 1.077
7 H -0.452 1.834 -0.767
8 H -0.428 -1.556 -0.954
9 H -0.285 -1.684 0.779

For the HOMO-LUMO gap, the calculation gives 7.635 eV. As for the total charge: 0.

=====

No. 2
Density functional theory data (ωB97M-V with the def2-TZVPD basis set) for 2 unconnected molecules or ions with the total composition C3H6BrFO.

Geometry (Å):
1 C -1.362 -1.153 -0.064
2 C -1.314 0.249 0.377
3 C 1.571 0.587 0.036
4 O 1.610 1.293 -1.060
5 F 2.119 1.238 1.064
6 Br 2.128 -1.239 0.117
7 H -2.326 -1.559 0.337
8 H -1.210 -1.248 -1.045
9 H -0.624 -1.732 0.486
10 H -1.260 1.116 -0.260
11 H -1.755 0.550 1.328
12 H 2.422 1.898 -1.317

For the HOMO-LUMO gap (alpha / beta), the calculation gives 7.814 / 10.120 eV. As for the expectation value of S²: 2.007. As for the total charge: 0. Its multiplicity is 3.

=====

No. 3
Density functional theory data (ωB97M-V with the def2-TZVPD basis set) for a single C5H11N3O molecule.

Geometry (Å):
1 C 2.119 -1.179 1.173
2 O 2.503 -0.481 0.064
3 C 1.963 0.602 -0.486
4 C 0.675 0.987 -0.235
5 N -0.240 -0.077 0.430
6 C -1.413 -0.043 0.223
7 C -2.116 -0.430 1.529
8 N -2.054 0.643 -0.837
9 N -1.387 0.210 -2.078
10 H 1.768 -0.650 2.168
11 H 1.521 -2.187 0.771
12 H 3.225 -1.491 1.525
13 H 2.587 1.297 -1.212
14 H 0.562 2.107 -0.439
15 H -2.379 -1.581 1.639
16 H -3.259 -0.070 1.602
17 H -1.346 -0.018 2.365
18 H -3.001 0.711 -0.843
19 H -0.408 -0.367 -1.504
20 H -0.899 1.056 -2.409

For the HOMO-LUMO gap, the calculation gives 8.824 eV. Its SMILES is CO/C=C\N=C(\C)NN. As for the total charge: 0.

=====

No. 4
Density functional theory data (ωB97M-V with the def2-TZVPD basis set) for 2 unconnected molecules or ions with the total composition CH3NOS2.

Geometry (Å):
1 N -0.307 1.421 -2.655
2 C 0.734 1.909 -2.378
3 S 2.256 1.962 -2.085
4 H -1.158 1.938 -3.085
5 O 0.125 -1.395 1.220
6 S 0.901 0.013 1.737
7 H 0.607 -1.816 0.342
8 H 0.932 -0.286 2.990

For the HOMO-LUMO gap, the calculation gives 9.158 eV. Its SMILES is N=C=S.OS. As for the total charge: 0.

=====

No. 5
Density functional theory data (ωB97M-V with the def2-TZVPD basis set) for a gas-phase ion, C3H7N2O (charge +1).

Geometry (Å):
1 O -0.242 -1.755 1.019
2 C 0.349 -0.553 0.750
3 N 1.153 -0.270 -0.433
4 C 0.535 0.710 -1.277
5 C -0.705 1.048 -0.784
6 N -0.763 0.505 0.608
7 H -0.634 -2.176 0.267
8 H 0.738 -0.523 1.746
9 H 1.974 -0.759 -0.636
10 H 1.078 0.755 -2.339
11 H -1.510 1.554 -1.186
12 H -0.450 1.370 1.158
13 H -1.523 0.093 1.105

For the HOMO-LUMO gap, the calculation gives 10.142 eV. Its SMILES is O[C@H]1NC=C[NH2+]1. As for the total charge: +1.

=====

No. 6
Density functional theory data (ωB97M-V with the def2-TZVPD basis set) for a molecular structure, C25H24IN5O3PtS2.

Geometry (Å):
1 Pt 0.778 0.541 -0.283
2 C 3.770 -4.340 0.605
3 C 4.042 -2.892 0.468
4 N 5.180 -2.298 0.644
5 N 4.929 -0.979 0.417
6 C 3.671 -0.750 0.062
7 S 3.073 0.822 -0.326
8 N 3.081 -1.956 0.100
9 N 1.732 -2.147 -0.208
10 H 4.659 -4.824 0.999
11 H 3.534 -4.787 -0.362
12 H 2.936 -4.517 1.285
13 H 5.671 -0.302 0.517
14 H 1.618 -2.994 -0.752
15 H 1.169 -2.188 0.641
16 I 0.735 1.354 2.189
17 C 0.616 3.323 1.513
18 C 0.458 4.333 2.412
19 C 0.397 5.661 1.942
20 C 0.532 5.915 0.610
21 C 0.718 4.870 -0.329
22 C 0.917 5.158 -1.699
23 C 1.148 4.159 -2.594
24 C 1.149 2.810 -2.174
25 C 0.894 2.509 -0.870
26 C 0.728 3.519 0.118
27 H 0.382 4.135 3.473
28 H 0.257 6.467 2.648
29 H 0.506 6.933 0.243
30 H 0.905 6.192 -2.019
31 H 1.329 4.379 -3.637
32 H 1.346 2.050 -2.911
33 C 0.074 -0.975 -4.809
34 C 1.332 -1.109 -4.236
35 C 1.533 -0.663 -2.950
36 N 0.544 -0.105 -2.234
37 C -0.672 0.038 -2.783
38 C -0.936 -0.385 -4.071
39 H -0.110 -1.321 -5.817
40 H 2.156 -1.547 -4.781
41 H 2.500 -0.720 -2.477
42 H -1.434 0.493 -2.170
43 H -1.929 -0.249 -4.475
44 C -6.100 -2.394 3.711
45 C -4.861 -2.123 2.910
46 C -3.670 -1.753 3.533
47 C -2.524 -1.516 2.797
48 C -2.575 -1.663 1.416
49 C -3.748 -2.035 0.765
50 C -4.881 -2.259 1.520
51 S -1.165 -1.353 0.462
52 O -1.141 -2.190 -0.703
53 O 0.065 -1.427 1.280
54 O -1.249 0.133 0.042
55 H -5.979 -2.094 4.750
56 H -6.337 -3.459 3.691
57 H -6.956 -1.864 3.293
58 H -3.641 -1.656 4.611
59 H -1.599 -1.243 3.286
60 H -3.760 -2.163 -0.309
61 H -5.799 -2.553 1.028

For the HOMO-LUMO gap, the calculation gives 6.733 eV. As for the total charge: +2.

=====

no.,F_max (eV/A)
1,6.15
2,4.81
3,9.97
4,5.34
5,3.96
6,2.30